This record from the Open Molecules 2025 dataset describes C10H23N2OOsS as an isolated structure. The level of theory is ωB97M-V with the def2-TZVPD basis set.

Values from the calculation:
ΔE to the lowest compared entry with this formula, charge and spin	32.5	kJ/mol
charge	+3
LUMO energy (alpha / beta)	-13.1 / -13.1	eV
gap between HOMO and LUMO (alpha / beta)	7.612 / 7.637	eV

Last column: natural (NBO) charge in e.
Geometry (Å):
Os: 0.1206 -0.1054 -0.1424  1.323
C: 1.5074 -1.2544 -2.5299  -0.255
C: 0.0350 -1.4503 -2.8474  -0.257
N: -0.7822 -1.3540 -1.5747  -0.605
C: -2.1774 -0.8309 -1.8005  -0.253
C: -2.1464 0.6282 -2.2575  -0.541
S: -0.7952 1.5613 -1.4187  0.500
C: 0.4967 1.7948 -2.7241  -0.517
C: 1.8292 1.2622 -2.2247  -0.254
N: 1.7004 -0.0961 -1.5804  -0.630
H: 1.9152 -2.1362 -2.0349  0.251
H: 2.0822 -1.0919 -3.4431  0.266
H: -0.3442 -0.7088 -3.5431  0.222
H: -0.1299 -2.4297 -3.2969  0.281
H: -0.8597 -2.3041 -1.2037  0.449
H: -2.6826 -1.4421 -2.5520  0.275
H: -2.7133 -0.9431 -0.8583  0.250
H: -1.9852 0.7427 -3.3288  0.267
H: -3.0767 1.1370 -2.0071  0.307
H: 0.1370 1.3037 -3.6243  0.253
H: 0.5522 2.8666 -2.9137  0.308
H: 2.5381 1.2129 -3.0542  0.271
H: 2.2499 1.9251 -1.4684  0.252
H: 2.5920 -0.2610 -1.1091  0.451
C: 1.3239 -0.4474 3.8897  -0.753
C: -0.0127 0.1315 3.6562  0.601
C: -0.1452 1.5861 3.8505  -0.752
C: -1.1647 -0.6950 4.0576  -0.752
O: -0.1835 -0.0019 1.5024  -0.520
H: 1.4465 -0.4059 4.9814  0.332
H: 2.1308 0.1406 3.4558  0.255
H: 1.3985 -1.4930 3.5969  0.260
H: -0.0892 1.7108 4.9420  0.333
H: -1.1073 1.9792 3.5273  0.264
H: 0.6726 2.1580 3.4161  0.258
H: -1.1315 -0.6764 5.1570  0.332
H: -1.0785 -1.7357 3.7507  0.262
H: -2.1230 -0.2778 3.7543  0.264

Forces on the atoms, in the same order (eV/Å):
Os -0.917 0.618 -0.134
C -0.004 0.007 -0.026
C 0.045 -0.061 0.100
N 0.110 -0.166 0.054
C 0.076 0.001 -0.112
C 0.058 -0.049 -0.081
S -0.032 -0.023 0.009
C 0.041 0.005 0.092
C -0.014 0.001 0.003
N 0.136 -0.139 0.047
H -0.019 -0.001 0.015
H -0.005 -0.010 -0.006
H 0.018 -0.001 -0.013
H 0.004 0.018 -0.039
H -0.054 0.017 0.030
H -0.034 0.010 0.014
H -0.012 0.020 -0.004
H -0.039 0.024 -0.002
H -0.012 -0.023 0.004
H 0.014 0.036 -0.026
H 0.025 -0.003 -0.011
H 0.001 0.000 -0.002
H -0.018 0.008 0.005
H 0.012 -0.006 -0.026
C 0.136 -0.136 -0.998
C 0.196 0.157 3.230
C -0.086 0.149 -1.055
C -0.246 -0.173 -0.996
O 0.593 -0.301 -0.635
H -0.043 0.017 0.011
H 0.021 0.035 0.079
H -0.007 -0.029 0.091
H -0.002 -0.039 0.010
H -0.035 0.002 0.098
H 0.047 0.009 0.095
H 0.032 0.026 0.004
H 0.029 -0.026 0.094
H -0.014 0.030 0.083



This record from the Open Molecules 2025 dataset describes an isolated ion of composition C2H2NOS2 and charge -1. The level of theory is ωB97M-V with the def2-TZVPD basis set.

Values from the calculation:
ΔE to the lowest compared entry with this formula, charge and spin	394.8	kJ/mol
charge	-1
LUMO energy (alpha / beta)	3.2 / 3.2	eV
gap between HOMO and LUMO (alpha / beta)	5.937 / 5.939	eV
SMILES	O=N/C=C/S[S-]

Last column: natural (NBO) charge in e.
Geometry (Å):
C: -0.4446 0.6686 -0.2459  -0.275
C: 0.4893 -0.2853 -0.3069  -0.307
N: 0.0409 2.1024 0.1874  0.110
O: -0.6230 2.6320 1.0893  -0.357
S: 0.8987 -2.1636 -0.3708  0.069
S: -0.3653 -3.6169 -0.2074  -0.627
H: -1.5166 0.5519 -0.0494  0.192
H: 1.5206 0.1108 -0.0964  0.197

Forces on the atoms, in the same order (eV/Å):
C -0.774 2.082 1.734
C 1.870 -1.456 0.496
N -1.064 -1.491 1.130
O 0.848 -1.397 -2.289
S 1.159 3.587 -0.089
S -1.621 -0.843 0.075
H 0.313 -0.139 -0.353
H -0.732 -0.342 -0.703



This record from the Open Molecules 2025 dataset describes a 2-piece molecular cluster, C14H16 overall. The level of theory is ωB97M-V with the def2-TZVPD basis set.

Values from the calculation:
ΔE to the lowest compared entry with this formula, charge and spin	60.1	kJ/mol
charge	0
LUMO energy	0.9	eV
gap between HOMO and LUMO	9.869	eV
SMILES	Cc1ccccc1.Cc1ccccc1

Last column: natural (NBO) charge in e.
Geometry (Å):
C: -4.2792 0.4728 -1.4442  -0.634
C: -0.2857 2.0161 -0.9500  -0.214
C: -0.5511 1.0298 -1.8920  -0.207
C: -1.2983 2.4173 -0.0919  -0.220
C: -1.8473 0.5321 -2.0267  -0.211
C: -2.5464 1.7965 -0.1462  -0.211
C: -2.8904 0.9645 -1.2075  -0.023
H: 0.6454 2.5719 -0.9936  0.215
H: 0.2134 0.4872 -2.4411  0.218
H: -1.1739 3.0010 0.8126  0.216
H: -2.0151 -0.1875 -2.8219  0.207
H: -3.2939 1.9416 0.6324  0.207
H: -4.8734 0.4599 -0.5334  0.215
H: -4.4039 -0.5364 -1.8417  0.219
H: -4.7800 1.0728 -2.2084  0.223
C: 1.0545 0.5847 2.2873  -0.638
C: 3.0281 -0.7876 1.5409  -0.214
C: 1.6493 -0.5691 1.5258  -0.005
C: 3.5900 -1.8861 0.9170  -0.208
C: 0.8619 -1.5167 0.8921  -0.215
C: 2.7937 -2.7842 0.2158  -0.226
C: 1.4445 -2.5067 0.1093  -0.203
H: 3.6529 -0.0797 2.0636  0.206
H: 4.6298 -2.0989 1.1544  0.211
H: 0.9675 0.4501 3.3694  0.220
H: 0.0162 0.6312 1.9476  0.218
H: -0.2180 -1.4691 0.9434  0.211
H: 3.2133 -3.6687 -0.2500  0.215
H: 0.7691 -3.1233 -0.4724  0.209
H: 1.5239 1.5411 2.0727  0.219

Forces on the atoms, in the same order (eV/Å):
C -0.804 -0.291 -0.101
C 0.098 0.737 -0.562
C -0.542 -0.703 0.293
C -0.753 -1.059 0.977
C 0.327 0.337 -0.210
C -0.445 0.031 -0.404
C 0.699 -0.732 -0.197
H 0.182 -0.400 0.392
H 0.185 0.682 -0.160
H 0.585 0.496 -0.403
H -0.200 -0.060 0.154
H 0.153 0.372 -0.139
H -0.108 0.378 0.086
H 0.711 -0.152 0.034
H -0.059 0.333 0.272
C -1.184 -0.304 -0.306
C -0.326 0.237 -0.304
C 0.625 -0.209 0.851
C 0.280 -0.393 0.806
C 0.019 0.437 -0.671
C 0.238 0.327 -0.409
C -0.614 -0.543 0.594
H 0.168 0.034 0.111
H -0.026 0.000 -0.507
H 0.473 -0.161 -0.062
H -0.009 0.429 0.040
H -0.071 0.267 -0.141
H 0.035 0.152 -0.059
H 0.204 -0.230 0.032
H 0.160 -0.012 -0.006



This record from the Open Molecules 2025 dataset describes a 2-piece molecular cluster, C4H12O overall. The level of theory is ωB97M-V with the def2-TZVPD basis set.

Values from the calculation:
ΔE to the lowest compared entry with this formula, charge and spin	195.2	kJ/mol
charge	0
LUMO energy	1.0	eV
gap between HOMO and LUMO	11.343	eV
SMILES	CCO.CC

Last column: natural (NBO) charge in e.
Geometry (Å):
C: 1.8650 0.5584 0.0527  -0.065
C: 1.8829 1.2601 -1.3980  -0.631
O: 1.4474 1.5920 1.0219  -0.753
H: 1.1053 -0.2091 0.2692  0.185
H: 2.9562 0.2708 0.1918  0.178
H: 2.7670 1.8452 -1.4886  0.214
H: 1.0730 2.3429 0.6756  0.465
H: 0.9460 1.9194 -1.3612  0.189
H: 1.6144 0.6748 -2.1991  0.216
C: -1.7708 -0.9571 1.1755  -0.627
C: -2.1881 -1.5857 -0.1093  -0.620
H: -1.6750 -1.7809 2.0540  0.211
H: -0.7045 -0.5715 1.2835  0.210
H: -2.4800 -0.0351 1.2464  0.215
H: -2.3250 -0.8023 -0.9605  0.201
H: -3.0760 -2.2562 0.0506  0.212
H: -1.4380 -2.2655 -0.5044  0.199

Forces on the atoms, in the same order (eV/Å):
C 0.259 2.357 -0.917
C -2.966 0.895 3.747
O 2.446 -3.676 1.580
H 0.833 -0.261 -0.901
H -1.593 0.028 0.641
H 0.563 0.352 -0.339
H -1.156 2.408 -1.893
H 1.388 -0.279 -0.074
H 0.256 -1.842 -1.876
C 0.877 0.584 2.386
C -0.106 -0.349 -2.034
H -1.243 2.116 -1.677
H -1.299 -0.122 -0.926
H 1.218 -1.761 1.166
H -0.213 -1.373 1.548
H 0.450 1.081 -0.400
H 0.287 -0.159 -0.028



This record from the Open Molecules 2025 dataset describes an isolated molecule of C4H9NO. The level of theory is ωB97M-V with the def2-TZVPD basis set.

Values from the calculation:
ΔE to the lowest compared entry with this formula, charge and spin	378.4	kJ/mol
charge	0
LUMO energy	0.7	eV
gap between HOMO and LUMO	7.870	eV

Last column: natural (NBO) charge in e.
Geometry (Å):
C: 1.9204 0.1741 0.0507  -0.634
C: 0.6397 -0.2019 -0.6711  -0.220
N: -0.5061 -0.3901 0.2525  -0.441
C: -1.7138 -0.9805 -0.4875  -0.678
C: -1.0082 0.8477 0.8369  0.520
O: -0.7152 1.9422 0.4213  -0.543
H: 2.7348 0.2268 -0.6777  0.231
H: 2.1966 -0.5749 0.8028  0.204
H: 1.8296 1.1507 0.5345  0.228
H: 0.7106 -1.1441 -1.2169  0.232
H: 0.3323 0.5803 -1.3684  0.230
H: -0.2488 -1.0579 0.9781  0.417
H: -1.8908 -0.2817 -1.3116  0.156
H: -2.5662 -0.9314 0.2051  0.156
H: -1.7149 0.6408 1.6514  0.144

Forces on the atoms, in the same order (eV/Å):
C 0.023 0.025 0.027
C 0.043 0.000 -0.113
N 0.176 -0.105 0.049
C -0.198 0.176 -0.025
C 0.068 0.727 -0.250
O -0.247 -0.850 0.246
H -0.094 0.007 0.130
H -0.037 0.094 -0.110
H 0.032 -0.146 -0.063
H 0.031 0.101 0.065
H 0.063 -0.140 0.080
H -0.030 0.096 -0.049
H -0.036 0.046 0.080
H 0.154 -0.078 -0.010
H 0.052 0.045 -0.056